Version P
ORCA calculation (ωB97M-V/def2-TZVPD) on C17H12Br2Cl6N3O2PbS2 as an isolated structure.

Each line ends with the natural charge from an NBO analysis.
Positions of all 45 atoms, in Å:
Pb  0.8540  0.0626  -0.6917  1.07
C  3.1712  -2.8234  -5.1445  -0.76
S  3.3928  -3.5132  -3.4941  0.28
C  2.3765  -2.5245  -2.4374  -0.08
S  1.4192  -1.2549  -3.0346  -0.26
N  2.4762  -2.9979  -1.2188  -0.43
N  1.6878  -2.3831  -0.3056  -0.26
C  1.7821  -2.8067  0.8972  0.01
C  0.7701  -2.3510  1.8543  0.16
C  0.8284  -2.6835  3.2169  -0.24
C  -0.2138  -2.3128  4.0339  -0.16
C  -1.3098  -1.6404  3.4824  -0.27
C  -1.2688  -1.3228  2.1403  0.01
N  -0.2485  -1.6639  1.3444  -0.44
H  4.1497  -2.7804  -5.6190  0.22
H  2.7607  -1.8192  -5.0729  0.26
H  2.5016  -3.4454  -5.7342  0.22
H  2.5263  -3.5482  1.1769  0.19
H  1.6971  -3.1976  3.6082  0.22
H  -0.1886  -2.5394  5.0919  0.22
H  -2.1499  -1.3315  4.0882  0.24
H  -2.0757  -0.7830  1.6526  0.25
Cl  -0.2755  1.6652  2.6119  0.50
C  -2.2919  1.4250  -0.4934  0.33
C  -1.5774  0.5415  -1.4012  -0.52
C  -2.1724  0.2977  -2.6327  -0.07
Cl  -1.4711  -0.8042  -3.7919  -0.02
C  -3.3677  0.8932  -3.0725  -0.19
Cl  -4.0625  0.5133  -4.6214  -0.02
C  -3.9776  1.8213  -2.2474  -0.08
Cl  -5.4246  2.6253  -2.7753  0.00
C  -3.4539  2.0945  -1.0072  -0.11
Cl  -4.1968  3.2616  0.0478  -0.03
Br  0.9650  3.6457  0.7769  0.09
C  1.7964  5.0139  -0.2835  -0.53
Br  2.0865  4.4879  -2.1287  0.03
H  2.7692  5.2363  0.1319  0.22
H  1.1359  5.8698  -0.3003  0.23
Cl  -0.2909  2.7127  5.2412  -0.10
C  -1.2311  2.3642  3.8018  -0.78
C  1.8781  0.8200  2.3846  0.48
O  -1.9204  1.5900  0.6889  -0.81
O  2.8960  0.5427  2.7652  -0.50
H  -2.2740  2.5715  3.6853  0.23
H  -0.4779  0.4708  2.7859  0.20

Results
Charge ... -1
Orbital gap ... 5.47 eV

Version Q
ORCA calculation (ωB97M-V/def2-TZVPD) on C17H12Br2Cl6N3O2PbS2 as an isolated structure.

Each line ends with the natural charge from an NBO analysis.
Positions of all 45 atoms, in Å:
Pb  -0.1144  -0.0820  -0.5842  1.27
C  -3.2053  4.9146  -1.1093  -0.76
S  -3.2850  4.0354  0.4550  0.27
C  -2.6115  2.4432  0.0637  -0.06
S  -2.1234  2.0633  -1.5123  -0.32
N  -2.6167  1.7183  1.1608  -0.44
N  -2.0320  0.4992  1.0712  -0.25
C  -2.3426  -0.3082  2.0145  0.01
C  -1.7852  -1.6587  2.0920  0.17
C  -2.0337  -2.4535  3.2114  -0.23
C  -1.4835  -3.7182  3.2715  -0.16
C  -0.7014  -4.1648  2.2145  -0.27
C  -0.5067  -3.3099  1.1428  0.07
N  -1.0377  -2.0949  1.0765  -0.46
H  -3.6199  5.8994  -0.8867  0.21
H  -2.1805  5.0143  -1.4575  0.23
H  -3.7954  4.4241  -1.8792  0.23
H  -3.0313  0.0176  2.7914  0.19
H  -2.6357  -2.0616  4.0204  0.22
H  -1.6536  -4.3483  4.1353  0.21
H  -0.2443  -5.1441  2.2212  0.22
H  0.1124  -3.6050  0.3020  0.21
Cl  2.2304  -2.4007  -1.5103  -0.02
C  2.6084  -1.9571  0.1552  -0.08
C  1.7880  -1.0510  0.7944  -0.45
C  2.0757  -0.8298  2.1327  0.03
Cl  1.0371  0.2273  3.0491  0.02
C  3.1398  -1.4391  2.7937  -0.13
Cl  3.4543  -1.1300  4.4659  0.02
C  3.9612  -2.3217  2.0938  -0.09
Cl  5.2936  -3.0860  2.8839  0.03
C  3.6901  -2.5953  0.7579  -0.10
Cl  4.6842  -3.7130  -0.1120  0.02
Br  1.9250  0.9218  -3.3719  0.15
C  2.0556  -0.5714  -4.5633  -0.56
Br  0.4396  -1.6362  -4.6298  0.01
H  2.8487  -1.2213  -4.2153  0.22
H  2.2380  -0.2116  -5.5675  0.22
Cl  0.5787  4.1841  2.1980  -0.07
C  1.2811  4.1214  0.5621  -0.47
C  1.1453  2.7883  -0.1766  0.79
O  1.6393  2.7760  -1.3060  -0.71
O  0.5658  1.8437  0.4355  -0.84
H  2.3390  4.3575  0.6447  0.22
H  0.7983  4.8868  -0.0403  0.23

Results
Charge ... -1
Orbital gap ... 6.83 eV

Compare the structures above. Which one is the least stable? version P is.